1.
One molecule with the formula C4H5NO2, computed with ωB97M-V/def2-TZVPD.

```
12
Properties=species:S:1:pos:R:3:forces:R:3:lowdin_charge:R:1
N -2.2632 -0.3238 -0.5750 0.1 -0.1 0.2 0.105
C -0.9192 -0.1592 -0.2438 0.1 -0.1 0.1 -0.418
C 0.1421 -1.0360 -0.2056 -0.1 0.4 0.0 0.052
C 1.2299 -0.0603 0.1336 0.0 0.3 -0.3 -0.474
O 2.5687 -0.3195 0.0578 0.0 -0.2 -0.1 0.033
C 0.7091 1.2584 0.1597 0.1 -0.2 0.0 -0.018
O -0.5903 1.1728 -0.0308 0.0 -0.1 0.0 0.069
H -2.8902 0.1542 0.0617 0.0 0.0 -0.1 0.092
H -2.4864 -1.3096 -0.6153 0.0 0.1 0.0 0.092
H 0.7401 -0.3757 1.1485 -0.3 -0.1 0.1 0.214
H 2.6305 -1.2317 -0.2608 0.1 0.1 0.1 0.110
H 1.1287 2.2304 0.3699 0.0 -0.1 0.0 0.144
```
Forces are in eV/Å.

=====

2.
A 2-piece molecular cluster, C11H6N5O7 overall in a non-equilibrium geometry, computed with ωB97M-V/def2-TZVPD.

Properties
Net charge: -1

```
29
Properties=species:S:1:pos:R:3:forces:R:3:lowdin_charge:R:1
O -0.3065 -1.7303 -0.5541 -1.8 -0.1 0.2 -0.074
C 0.9186 -1.5997 -0.6475 0.0 0.1 0.0 -0.518
C 1.5074 -0.3053 -0.7717 0.7 0.0 0.0 -0.039
C 2.8577 -0.1630 -0.8601 0.0 0.6 0.0 -0.043
C 3.6924 -1.2756 -0.8382 1.2 0.2 -0.1 -0.208
N 5.1290 -1.0939 -0.9159 -0.6 -0.1 0.0 -0.374
O 5.8540 -2.0953 -0.9316 -0.2 0.5 0.0 -0.006
O 5.5766 0.0582 -0.9630 0.0 -0.5 0.0 -0.007
C 3.1474 -2.5523 -0.7321 0.1 -0.5 0.0 -0.044
C 1.7988 -2.7256 -0.6369 0.6 0.1 -0.1 -0.032
H 0.8512 0.5466 -0.7958 -0.2 0.2 0.0 0.084
H 3.3040 0.8148 -0.9471 0.1 0.1 0.0 0.105
H 3.8161 -3.3985 -0.7238 0.1 -0.1 0.0 0.104
H 1.3625 -3.7056 -0.5475 -0.1 -0.2 0.0 0.096
O -0.5279 -0.0870 2.8136 -1.8 -0.1 -0.6 0.086
N -1.7088 -0.3657 2.5689 1.5 -1.2 1.4 -0.314
C -2.4019 0.4047 1.5555 0.6 1.1 -0.7 -0.101
C -1.7341 1.3788 0.8658 1.2 -0.5 0.6 0.137
C -2.5045 2.1157 -0.0107 -1.5 1.7 -1.9 -0.094
N -2.2898 3.1621 -0.8847 5.4 -0.3 1.7 -0.168
O -1.1593 3.6931 -1.0259 -2.1 0.1 -0.6 0.036
O -3.4048 3.5302 -1.5448 1.6 -0.8 1.2 0.095
N -4.3529 2.7256 -1.0961 -3.3 -2.0 0.9 0.103
C -3.8592 1.8712 -0.1759 -0.6 1.1 -1.4 -0.281
N -4.5221 0.8884 0.4850 -0.1 0.0 0.0 0.161
C -3.7758 0.2052 1.3092 -1.1 -0.5 0.1 -0.038
O -2.3256 -1.2607 3.1584 0.3 1.2 -0.9 0.069
H -0.6783 1.5508 0.9880 0.2 0.0 0.1 0.140
H -4.2641 -0.5868 1.8588 -0.1 -0.1 0.0 0.126
```
Forces are in eV/Å.

=====

3.
A 2-piece molecular cluster, C2H5O3 overall in a non-equilibrium geometry, computed with ωB97M-V/def2-TZVPD.

Properties
Net charge: -1

```
10
Properties=species:S:1:pos:R:3:forces:R:3:lowdin_charge:R:1
C 1.3717 0.9376 0.4789 -0.4 -1.0 -0.2 -0.220
O 0.6786 0.9980 -0.7381 0.2 0.9 -0.5 -0.180
H 2.3028 1.5147 0.4529 -0.1 0.0 -0.3 0.056
H 0.7959 1.3091 1.3354 -0.1 -0.1 0.0 0.066
H 1.5960 -0.1278 0.6187 0.3 0.2 0.7 0.066
O -0.8696 -1.8271 0.4499 0.1 -0.3 0.2 -0.108
C -1.6418 -1.2791 -0.3449 0.2 -0.5 -0.2 -0.651
O -1.7130 -0.0572 -0.6209 -0.4 0.1 -0.3 -0.133
H -2.3217 -1.9846 -0.9303 0.1 0.5 0.3 0.094
H -0.1988 0.5165 -0.7016 0.2 0.3 0.5 0.009
```
Forces are in eV/Å.

=====

4.
One molecule with the formula C22H30N4O5 in a non-equilibrium geometry, computed with ωB97M-V/def2-TZVPD.

```
61
Properties=species:S:1:pos:R:3:forces:R:3:lowdin_charge:R:1
O 0.2926 4.8315 -0.1952 -0.4 0.3 -0.3 0.090
C 1.1258 4.0783 0.2278 0.2 0.1 -0.1 -0.542
N 2.2321 3.5898 -0.4687 0.0 0.3 -0.3 0.208
C 2.9305 2.6451 0.2279 0.1 0.2 0.3 -0.441
O 3.8963 2.0362 -0.1375 0.2 -0.2 0.0 0.111
C 2.2728 2.5920 1.6157 0.2 -0.4 0.2 -0.188
C 1.7714 1.1773 1.9432 0.2 0.3 -0.4 -0.011
C 0.7631 0.7838 0.8675 0.3 0.0 0.3 -0.406
O 0.9973 1.0795 -0.2950 0.1 -0.1 0.0 0.058
N -0.3807 0.1919 1.2837 -0.4 0.0 0.0 0.045
C -0.3403 -0.7417 2.4077 0.2 -0.3 0.0 -0.055
C 0.9630 -1.4606 2.5352 0.0 0.0 1.0 -0.293
C 1.7425 -1.7349 3.6204 -0.5 0.2 -0.5 -0.026
C 2.8424 -2.4869 3.1376 0.0 -0.1 -0.5 -0.050
C 2.6491 -2.6110 1.7986 0.6 -0.2 0.6 -0.104
O 1.5116 -1.9988 1.4262 -0.4 0.2 -0.3 0.034
C -1.6153 0.1797 0.4545 -0.2 0.1 0.0 -0.298
C -1.5702 -1.1054 -0.4093 0.1 0.4 0.2 -0.423
O -2.3197 -2.0450 -0.2193 -0.3 -0.3 0.1 0.076
N -0.6118 -1.0786 -1.3415 0.3 0.0 -0.3 0.134
C -0.3297 -2.1822 -2.2338 -0.2 -0.3 0.1 -0.279
C 1.0372 -2.7991 -1.9114 0.0 0.1 0.0 -0.130
C 2.0116 -1.9351 -2.7050 0.0 -0.2 -0.1 -0.186
C 1.2913 -1.7475 -4.0404 0.1 0.1 0.0 -0.185
C -0.2024 -1.6724 -3.6833 0.0 -0.1 -0.1 -0.123
C -2.8398 0.1648 1.3902 -0.1 -0.3 -0.2 -0.121
C -4.1609 0.2601 0.6272 0.0 0.2 0.1 -0.182
C -4.2191 1.5049 -0.2441 0.0 -0.2 -0.2 -0.200
C -3.0263 1.4994 -1.1877 -0.1 0.2 0.3 -0.173
C -1.7210 1.4548 -0.3991 0.0 0.0 -0.4 -0.117
N 1.2184 3.5595 1.4807 -0.1 -0.1 0.4 0.136
H 2.3780 3.7802 -1.4477 -0.1 0.0 0.1 0.174
H 3.0040 2.8984 2.3750 0.0 -0.1 -0.2 0.163
H 1.3365 1.1550 2.9410 0.1 0.0 0.0 0.124
H 2.6344 0.5104 1.9051 0.0 -0.1 0.1 0.138
H -0.5739 -0.2463 3.3571 0.0 -0.2 0.0 0.142
H -1.1061 -1.4986 2.2164 0.0 0.1 0.1 0.133
H 1.5578 -1.4435 4.6339 -0.1 0.1 0.2 0.113
H 3.6579 -2.8744 3.7116 0.2 -0.1 0.0 0.102
H 3.2237 -3.0867 1.0295 0.0 0.0 -0.2 0.124
H 0.0514 -0.3130 -1.3459 -0.1 0.1 0.2 0.115
H -1.1474 -2.8952 -2.1048 0.1 0.1 0.0 0.144
H 1.2306 -2.7942 -0.8411 -0.1 -0.1 0.0 0.092
H 1.0678 -3.8285 -2.2709 0.0 -0.1 0.0 0.120
H 2.9876 -2.4030 -2.8240 0.1 0.1 0.0 0.107
H 2.1530 -0.9743 -2.2073 0.1 0.1 0.1 0.106
H 1.6305 -0.8586 -4.5693 0.0 0.0 -0.1 0.104
H 1.4787 -2.6115 -4.6796 0.0 0.0 0.0 0.106
H -0.8008 -2.2777 -4.3623 -0.1 0.0 0.0 0.108
H -0.5702 -0.6479 -3.7416 -0.1 0.0 0.0 0.109
H -2.8786 -0.7581 1.9665 0.1 0.1 0.0 0.107
H -2.7517 1.0057 2.0830 0.1 0.0 0.0 0.132
H -4.2666 -0.6286 0.0046 -0.1 0.0 0.0 0.110
H -4.9793 0.2636 1.3501 0.0 -0.1 0.0 0.114
H -5.1518 1.5226 -0.8101 -0.1 0.1 0.0 0.110
H -4.1867 2.4009 0.3807 0.0 0.1 0.0 0.114
H -3.0286 2.3960 -1.8098 0.0 -0.1 -0.1 0.116
H -3.0857 0.6289 -1.8448 0.0 0.0 -0.1 0.119
H -0.8937 1.5438 -1.0984 -0.1 0.0 0.2 0.104
H -1.6728 2.3197 0.2687 0.1 0.0 0.0 0.131
H 0.4903 3.6857 2.1619 -0.1 0.1 -0.1 0.160
```
Forces are in eV/Å.

=====

5.
A 2-piece molecular cluster, CH6NO2 overall in a non-equilibrium geometry, computed with ωB97M-V/def2-TZVPD.

Properties
Net charge: +1

```
10
Properties=species:S:1:pos:R:3:forces:R:3:lowdin_charge:R:1
N 0.1207 2.2881 0.2691 0.4 0.8 5.3 0.345
H 0.6802 2.9733 -0.1823 1.8 1.0 0.4 0.145
H -0.2413 1.8866 -0.4992 -2.8 -2.4 -3.1 0.087
H -0.5516 2.7817 0.9319 0.5 -0.7 -1.5 0.203
H 0.5513 1.5209 0.8691 0.3 1.1 -1.2 0.184
O 0.7082 -0.9843 0.1568 -0.7 -1.4 -0.7 0.017
C 0.2021 -1.9681 -0.3534 -1.2 0.0 0.7 -0.317
O -0.5744 -2.8466 0.3895 1.0 1.4 -0.8 0.062
H 0.2291 -2.1826 -1.4585 0.2 0.0 0.9 0.152
H -1.1243 -3.4690 -0.1230 0.7 0.3 -0.1 0.123
```
Forces are in eV/Å.

=====

6.
A 12-piece molecular cluster, C29H63Br14N5O5 overall in a non-equilibrium geometry, computed with ωB97M-V/def2-TZVPD.

```
116
Properties=species:S:1:pos:R:3:forces:R:3:lowdin_charge:R:1
C 3.5634 -4.5017 4.5476 0.4 0.2 -0.8 -0.061
N 2.7306 -3.3243 4.5595 0.6 -0.3 -0.6 0.020
C 1.6535 -3.1431 3.7383 1.3 0.0 2.2 -0.644
C 0.8540 -2.0100 4.2221 -0.4 1.5 -0.9 -0.011
O 1.4076 -3.8343 2.7923 -0.6 -1.1 -1.6 0.034
H 3.1992 -5.2219 3.8452 -0.5 -0.2 -0.7 0.061
H 3.4254 -4.9546 5.4884 0.5 -0.7 1.3 0.065
H 4.6312 -4.3808 4.2852 -0.5 0.4 0.4 0.096
H 3.0756 -2.5230 5.0625 -0.1 0.0 0.4 0.093
H 0.7966 -1.3760 3.3312 -0.3 0.5 0.3 0.084
H 1.3676 -1.4919 5.0262 -0.1 0.2 0.0 0.068
H -0.1568 -2.2371 4.5304 -0.1 -0.4 -0.1 0.060
C -0.7747 0.8991 -4.6657 0.9 2.1 1.8 -0.113
N -1.2334 -0.4270 -4.5585 -0.4 -0.8 -0.7 -0.001
C -1.4512 -0.9334 -3.3243 -1.1 -1.4 -0.5 -0.597
C -1.9216 -2.3719 -3.2142 -0.3 0.3 -1.4 -0.005
O -1.3730 -0.2394 -2.3384 0.4 1.0 1.1 0.010
H -1.5001 1.7041 -4.4191 -0.2 -0.7 -0.5 0.048
H -0.2939 1.1206 -5.6071 0.1 -0.1 -0.2 0.090
H -0.0814 1.0406 -3.8026 0.2 0.1 -0.8 0.068
H -1.1121 -1.0048 -5.3783 -0.3 -0.2 0.5 0.139
H -2.9435 -2.4333 -2.8237 0.2 0.3 -0.1 0.092
H -1.3063 -2.9146 -2.5306 0.5 -0.3 0.3 -0.001
H -1.9085 -2.8436 -4.2133 0.0 0.0 0.5 0.087
C 1.9449 1.5170 5.3298 1.2 1.5 -2.3 -0.045
N 2.6903 0.9799 4.1744 -0.1 -0.2 1.1 0.016
C 3.5663 -0.0260 4.3669 0.7 -0.3 -0.1 -0.524
C 4.1795 -0.5655 3.0449 1.2 -0.3 1.5 0.004
O 3.9019 -0.4686 5.4983 -1.0 0.7 -2.1 -0.017
H 2.5852 2.1023 5.9670 0.5 0.2 0.3 0.075
H 1.5630 0.7386 5.9222 -1.2 -0.9 0.6 0.058
H 1.3026 2.2517 4.8212 -0.7 -0.6 0.9 0.090
H 2.3646 1.2428 3.2357 0.5 -0.5 0.5 0.086
H 4.2608 0.1375 2.2449 -0.4 0.8 -0.3 0.050
H 3.6668 -1.4383 2.6562 -0.1 -0.2 0.2 0.065
H 5.2271 -0.8210 3.3058 -0.6 -0.3 -0.1 0.090
C 0.5908 -1.1799 0.2103 -1.5 0.0 -1.6 -0.081
N 1.0581 0.0457 -0.4276 0.5 2.2 0.1 0.006
C 1.6384 1.1036 0.3172 0.2 -3.3 -1.1 -0.554
C 1.9437 2.3268 -0.4712 -1.1 -0.3 -0.8 -0.006
O 2.0141 0.9307 1.4681 -0.4 0.3 -0.1 -0.003
H 0.2944 -1.9486 -0.5659 0.6 1.0 0.6 0.085
H -0.3381 -0.9672 0.7438 0.1 -0.1 0.4 0.049
H 1.3212 -1.6022 0.8517 0.7 -0.2 0.7 0.054
H 0.5707 0.3848 -1.2806 0.3 -0.9 1.0 0.089
H 2.9922 2.4844 -0.6514 0.5 -0.2 0.2 0.086
H 1.5668 3.1329 0.1354 -0.2 0.7 -0.2 0.060
H 1.4512 2.2254 -1.4596 0.2 0.5 0.6 0.069
C -3.9489 6.1715 -0.7565 0.6 -1.1 1.1 -0.046
N -2.6286 5.5372 -0.9991 -0.5 1.6 0.7 0.020
C -2.5688 4.2620 -1.4290 0.2 -0.5 -0.5 -0.580
C -1.2468 3.8039 -1.9821 1.0 0.6 1.3 -0.025
O -3.5592 3.5527 -1.4911 -0.4 -0.3 0.4 0.016
H -3.8057 7.2431 -0.7130 -0.1 0.1 0.0 0.082
H -4.5112 5.8022 0.1390 1.0 0.3 -0.5 0.103
H -4.5258 5.8416 -1.5660 -1.3 0.1 -1.3 0.051
H -1.9993 6.2251 -1.4002 0.4 -0.7 0.3 0.133
H -0.4383 4.5018 -1.6608 -0.4 -0.5 -0.3 0.078
H -1.4125 3.9195 -3.0264 0.3 -0.2 -1.2 0.020
H -0.9524 2.7751 -1.6972 -0.6 0.5 -0.3 0.055
Br -1.4424 1.8018 1.0890 -0.3 -0.1 -0.1 0.747
C -3.3122 1.2374 0.8307 -0.7 0.2 1.8 -0.604
C -3.3467 -0.1604 0.2924 1.5 -1.2 0.9 -0.750
Br -5.0567 -1.0383 0.2936 -0.4 0.3 -0.2 0.635
H -3.7542 1.9679 0.1609 -0.1 0.0 0.1 0.030
H -3.7335 1.3003 1.8895 0.4 -0.1 -1.6 0.082
H -2.7477 -0.8607 0.8995 -0.2 0.6 0.2 0.042
H -2.8467 -0.2545 -0.6506 -0.3 0.3 -0.9 0.016
Br -6.0216 0.7320 -3.8638 0.6 0.3 -0.2 0.608
C -4.4061 1.8425 -4.1519 -0.1 -0.6 -0.8 -0.701
C -4.8263 3.1739 -4.6775 0.1 -0.5 -1.2 -0.686
Br -3.2429 4.1044 -5.2830 0.6 0.5 0.0 0.676
H -3.7159 1.3698 -4.8838 -0.7 -0.1 0.7 0.053
H -3.9654 1.9564 -3.1987 0.6 -0.1 1.0 0.011
H -5.2849 3.8128 -3.9426 -0.5 0.0 -0.1 0.054
H -5.3261 3.0100 -5.6400 -0.6 0.4 0.7 0.051
Br 1.8153 -1.6978 -3.6767 -0.2 0.2 -0.2 0.731
C 2.9447 -3.1815 -3.2158 1.2 0.5 0.9 -0.688
C 3.4065 -3.0481 -1.7900 1.0 -0.3 0.9 -0.695
Br 4.2862 -4.6893 -1.2032 0.2 -0.5 -0.2 0.625
H 3.8336 -3.1821 -3.8527 -0.5 0.0 -0.1 0.069
H 2.4075 -4.0895 -3.2727 -0.7 -0.8 -0.6 0.035
H 2.6964 -2.9645 -0.9923 -0.9 0.4 -0.2 0.018
H 4.1961 -2.3365 -1.5972 -0.1 0.5 -0.4 0.049
Br -0.4604 6.0182 3.5186 0.4 -0.4 -0.3 0.572
C 0.9393 5.5179 2.1799 -1.2 0.8 -0.1 -0.686
C 2.1666 6.2940 2.5620 2.3 -1.9 0.4 -0.634
Br 3.4956 5.9097 1.0787 -0.5 0.4 0.5 0.541
H 0.4948 5.8477 1.2235 0.4 -0.2 0.5 0.049
H 1.0513 4.4181 2.1656 0.1 0.7 0.3 0.051
H 2.7119 5.8132 3.4078 -0.7 0.1 -0.5 0.060
H 2.2091 7.3422 2.8229 -0.8 0.3 -0.7 0.055
Br -1.5763 -5.0689 -0.6223 -0.7 -0.3 0.1 0.616
C -2.9434 -6.3699 0.0105 -0.6 0.4 1.0 -0.641
C -3.5927 -7.0922 -1.1889 -0.8 0.6 0.8 -0.653
Br -5.0891 -8.2916 -0.6606 0.6 0.3 0.2 0.567
H -3.6661 -5.8525 0.7264 0.7 -0.3 -1.6 0.087
H -2.3466 -6.9586 0.7061 -0.1 -0.6 -0.6 -0.014
H -2.9348 -7.7049 -1.7730 0.5 -0.2 0.0 0.042
H -4.1145 -6.3978 -1.8487 0.4 0.1 0.2 0.041
Br 2.0872 6.6499 -3.1474 0.5 -0.4 -1.0 0.556
C 2.9649 5.1998 -4.2633 0.2 -0.1 2.3 -0.601
C 2.6251 3.9622 -3.4259 -0.6 0.4 -2.3 -0.719
Br 3.0637 2.4278 -4.5740 0.1 -0.2 0.3 0.621
H 4.0459 5.3812 -4.2476 -0.4 0.2 0.0 0.066
H 2.6050 5.1332 -5.2621 -0.6 0.4 -0.6 0.037
H 1.5416 3.8982 -3.2922 0.4 0.0 0.4 0.021
H 3.2102 3.9425 -2.5458 0.3 -0.3 0.9 0.029
Br -0.6649 -5.0717 5.3134 0.1 -0.2 -0.1 0.689
C -0.6683 -6.7663 4.3184 0.4 -0.2 1.5 -0.675
C 0.0639 -6.6621 3.0463 0.6 1.1 -0.8 -0.752
Br -0.0686 -8.2921 2.0690 -0.1 -0.9 -0.4 0.685
H -1.7023 -6.9728 4.1640 -0.6 -0.4 0.0 0.037
H -0.1902 -7.4886 5.0082 -0.5 0.3 -0.5 0.069
H 1.1273 -6.4884 3.1792 -0.1 0.2 0.0 0.044
H -0.3492 -5.9038 2.3800 0.2 0.1 0.2 0.036
```
Forces are in eV/Å.

=====

Let's list energy relative to the best compared isomer or geometry (same formula, charge and spin) in order: 469.77, 50.80, 83.03, 64.16, 99.92, 0.00 kJ/mol.
Let's list frontier orbital gap in order: 8.3, 4.0, 8.9, 9.3, 10.5, 9.1 eV.
Let's list DFT total energy in order: -9809.446, -33278.308, -8298.817, -39501.216, -6712.115, -1029380.166 eV.